1.
DFT (ωB97M-V/def2-TZVPD) results for a structure of composition C31H30BN6O4ReS3 at a distorted geometry.

Values from the calculation:
**Energy relative to the best compared isomer or geometry (same formula, charge and spin)**: 26.3 kcal per mole
**HOMO level (spin up / spin down)**: -10.1 / -10.0 eV
**Multiplicity**: 2
**Kohn-Sham gap (spin up / spin down)**: 5.75 / 6.13 eV
**Charge**: +1
**Largest force on an atom**: 2.235 eV/A
**E_LUMO (spin up / spin down)**: -4.359 / -3.842 eV

Last column: Löwdin charge in e.
CARTESIAN COORDINATES (ANGSTROEM)
Re: 0.9172 1.7420 0.6713  1.3178
O: -0.1377 2.6349 4.5597  0.0838
C: -0.3885 2.4657 3.3839  -0.5583
O: 0.4625 1.9857 2.5449  -0.2339
C: -1.7644 2.7914 2.8479  -0.1307
C: -2.7733 2.8660 3.8059  -0.0071
C: -4.0830 3.1168 3.4490  -0.0532
C: -4.4106 3.2824 2.1106  -0.0638
C: -3.4206 3.2371 1.1505  -0.1183
C: -2.0918 2.9945 1.5040  -0.5427
S: -0.9654 3.0711 0.1500  0.7547
H: -2.4916 2.7207 4.8378  0.1223
H: -4.8411 3.1814 4.2153  0.1103
H: -5.4347 3.4584 1.8168  0.1102
H: -3.6584 3.3760 0.1072  0.0976
N: 2.7303 2.7242 -3.0244  0.1989
C: 2.0398 1.6651 -3.5592  -0.1727
C: 1.9744 1.1627 -4.8504  -0.0033
C: 1.1497 0.0769 -5.0544  -0.0598
C: 0.3952 -0.4712 -4.0135  -0.0421
C: 0.4634 0.0216 -2.7292  0.0319
C: 1.3144 1.0974 -2.4904  -0.1752
N: 1.5992 1.8080 -1.3354  -0.0220
C: 2.4372 2.7849 -1.7039  -0.2630
C: 2.9532 3.7591 -0.7847  -0.3288
C: 3.7350 4.8585 -1.0488  -0.3107
S: 4.0970 5.6890 0.4014  1.1026
C: 3.1618 4.5230 1.2647  -0.3961
N: 2.6430 3.5995 0.5361  -0.0345
H: 3.3270 3.3620 -3.5250  0.1752
H: 2.5432 1.5983 -5.6557  0.1164
H: 1.0696 -0.3550 -6.0385  0.1125
H: -0.2605 -1.2995 -4.2253  0.1117
H: -0.1362 -0.3925 -1.9447  0.0916
H: 4.0904 5.2154 -1.9959  0.0796
H: 3.0578 4.5713 2.3316  0.0978
C: -3.6899 -5.6658 -1.2876  -0.0393
C: -3.3397 -4.3941 -2.0694  -0.5618
C: -2.7349 -4.7695 -3.4322  -0.0422
C: -4.6227 -3.5980 -2.3130  -0.0625
C: -2.3038 -3.6046 -1.2855  -0.1705
C: -1.0374 -4.1696 -1.0895  -0.0273
C: 0.0117 -3.4809 -0.5064  0.0278
C: -0.2364 -2.1829 -0.1094  -0.2149
O: 0.6131 -1.2264 0.3593  0.1164
B: -0.1435 -0.0746 0.4920  -0.6709
O: -1.4576 -0.3209 0.1659  0.1457
C: -1.5127 -1.6259 -0.2392  -0.1917
C: -2.5604 -2.3222 -0.8083  0.0759
H: -4.4728 -6.2183 -1.8020  0.0874
H: -4.0368 -5.4073 -0.2900  0.0919
H: -2.8235 -6.3128 -1.1826  0.0775
H: -3.4891 -5.2393 -4.0581  0.0863
H: -1.9072 -5.4642 -3.3223  0.0754
H: -2.3681 -3.8822 -3.9433  0.0837
H: -5.3128 -4.1990 -2.8986  0.0863
H: -4.4170 -2.6870 -2.8684  0.0867
H: -5.1127 -3.3485 -1.3758  0.0859
H: -0.8518 -5.1832 -1.4112  0.1099
H: 0.9869 -3.9246 -0.3937  0.1207
H: -3.5268 -1.8574 -0.8806  0.1198
C: 2.8306 0.4313 5.6918  -0.0739
C: 2.9844 -0.7849 4.7700  -0.2226
C: 3.1824 -0.3251 3.3787  -0.5487
N: 2.2524 0.0463 2.5971  0.0148
N: 2.6509 0.5320 1.4180  -0.1301
C: 3.9527 0.4942 1.2493  -0.6529
N: 4.5769 0.9252 0.1283  0.1275
S: 4.7902 -0.1114 2.6472  1.1361
H: 2.5642 0.1056 6.6926  0.0801
H: 2.0452 1.0883 5.3255  0.0648
H: 3.7621 0.9893 5.7473  0.0757
H: 2.0717 -1.3798 4.8129  0.1247
H: 3.8275 -1.3960 5.0900  0.1084
H: 4.0088 0.9484 -0.7052  0.0928
H: 5.5422 0.6731 -0.0027  0.1079

2.
DFT (ωB97M-V/def2-TZVPD) results for a structure of composition C4H4ClN at a distorted geometry.

Values from the calculation:
**Energy relative to the best compared isomer or geometry (same formula, charge and spin)**: 174.0 kcal per mole
**HOMO level (spin up / spin down)**: -8.3 / -8.3 eV
**Kohn-Sham gap (spin up / spin down)**: 7.78 / 7.71 eV
**Charge**: 0
**Largest force on an atom**: 3.143 eV/A
**E_LUMO (spin up / spin down)**: -0.522 / -0.571 eV

Last column: Löwdin charge in e.
CARTESIAN COORDINATES (ANGSTROEM)
C: 0.9347 1.3195 -0.8313  -0.0498
C: 1.2070 1.7556 0.4088  -0.0953
C: 0.3834 0.0992 -0.0464  -0.1253
C: -1.2877 -1.7884 -0.1167  -0.5539
N: 0.6633 0.5012 1.1369  0.0241
Cl: -0.8365 -2.6608 1.2423  0.5479
H: 1.0214 1.6837 -1.8277  0.0653
H: 1.3736 2.6683 1.0527  0.1167
H: -1.3483 -2.4951 -1.0890  0.0678
H: -2.1110 -1.0831 0.0704  0.0025

3.
DFT (ωB97M-V/def2-TZVPD) results for a cluster of 5 separate species, C22H37NO16 in total.

Values from the calculation:
**Energy relative to the best compared isomer or geometry (same formula, charge and spin)**: 9.2 kcal per mole
**HOMO level**: -9.2 eV
**Kohn-Sham gap**: 9.59 eV
**Charge**: 0
**Largest force on an atom**: 0.710 eV/A
**E_LUMO**: 0.430 eV

Last column: Löwdin charge in e.
CARTESIAN COORDINATES (ANGSTROEM)
N: 2.4191 0.5387 -2.1925  -0.0014
C: 2.8495 1.1271 -0.9020  -0.2597
C: 2.5003 2.6113 -0.7648  -0.1820
C: 1.0569 2.9475 -0.3240  -0.1800
C: 0.1130 3.3473 -1.4693  -0.1504
C: -0.4254 2.1662 -2.2676  -0.1274
O: -1.7732 1.8314 -1.8405  0.0453
C: -1.8504 0.9541 -0.8593  -0.5818
O: -1.1505 0.0024 -0.6604  0.1367
O: -2.9518 1.1310 -0.0691  0.0272
O: -3.3294 2.5145 -0.0279  0.0264
H: 2.0184 -0.3816 -2.0583  0.0643
H: 3.2197 0.4353 -2.8025  0.0606
H: 2.4326 0.5611 -0.0639  0.1151
H: 3.9369 1.0415 -0.8147  0.0813
H: 2.7457 3.1394 -1.6933  0.1035
H: 3.1771 3.0056 0.0039  0.0975
H: 0.6371 2.1234 0.2654  0.1078
H: 1.1160 3.8065 0.3556  0.1055
H: 0.6221 4.0484 -2.1354  0.1007
H: -0.7544 3.8847 -1.0659  0.1177
H: -0.5049 2.4232 -3.3248  0.1045
H: 0.2203 1.2929 -2.2024  0.0935
H: -3.4198 2.6256 0.9315  0.1148
C: 7.6951 3.7981 -1.5706  -0.0172
C: 7.1291 3.5687 -0.1939  -0.3233
C: 8.0676 2.9621 0.8271  -0.0892
O: 7.1585 2.2873 1.7082  0.0668
C: 6.0614 1.9565 0.9874  -0.5640
O: 5.1898 1.2385 1.3553  0.1628
O: 6.0905 2.5687 -0.2204  0.0675
H: 8.2686 2.9334 -1.9075  0.0884
H: 6.8915 3.9699 -2.2856  0.0900
H: 8.3472 4.6712 -1.5664  0.0911
H: 6.6826 4.4872 0.1974  0.1602
H: 8.6552 3.6880 1.3824  0.1387
H: 8.7280 2.2169 0.3771  0.1379
C: 1.9420 2.9998 -7.9707  -0.0190
C: 2.0920 2.9248 -6.4737  -0.3227
C: 0.8472 3.2115 -5.6649  -0.0889
O: 1.3970 3.7079 -4.4350  0.0313
C: 2.5978 4.2679 -4.7236  -0.5627
O: 3.2300 4.9305 -3.9668  0.1623
O: 2.9719 3.9591 -5.9857  0.0866
H: 1.3778 3.8859 -8.2641  0.0893
H: 2.9198 3.0518 -8.4473  0.0895
H: 1.4227 2.1156 -8.3396  0.0913
H: 2.5239 1.9658 -6.1739  0.1592
H: 0.2346 2.3341 -5.4751  0.1331
H: 0.2377 4.0001 -6.1124  0.1420
C: -1.5616 -2.6811 1.0107  -0.0231
C: -2.4278 -2.9470 2.2116  -0.3184
C: -1.7128 -3.4103 3.4614  -0.0902
O: -2.7327 -4.1678 4.1298  0.0612
C: -3.5709 -4.6470 3.1798  -0.5603
O: -4.4126 -5.4652 3.3752  0.1524
O: -3.3167 -4.0662 1.9892  0.0891
H: -0.8320 -3.4817 0.8732  0.0908
H: -2.1680 -2.6218 0.1095  0.0899
H: -1.0343 -1.7374 1.1250  0.0762
H: -3.0556 -2.0788 2.4327  0.1590
H: -1.3653 -2.6052 4.1028  0.1383
H: -0.8836 -4.0820 3.2276  0.1380
C: -7.1912 -5.9548 4.6135  -0.0296
C: -8.0898 -6.2475 5.7857  -0.3247
C: -7.3974 -6.7136 7.0467  -0.0939
O: -8.4183 -7.4962 7.6809  0.0577
C: -9.2273 -7.9799 6.7052  -0.5689
O: -10.0584 -8.8123 6.8679  0.1627
O: -8.9502 -7.3778 5.5257  0.0827
H: -6.4392 -6.7310 4.4858  0.0815
H: -7.7720 -5.8977 3.6937  0.0931
H: -6.6775 -5.0065 4.7588  0.0833
H: -8.7397 -5.3943 6.0032  0.1565
H: -7.0799 -5.9100 7.7058  0.1371
H: -6.5499 -7.3656 6.8231  0.1389

4.
DFT (ωB97M-V/def2-TZVPD) results for an isolated molecule of C6H15N at a distorted geometry.

Values from the calculation:
**Energy relative to the best compared isomer or geometry (same formula, charge and spin)**: 60.3 kcal per mole
**HOMO level**: -8.1 eV
**Kohn-Sham gap**: 9.15 eV
**Charge**: 0
**Largest force on an atom**: 3.937 eV/A
**E_LUMO**: 1.053 eV

Last column: Löwdin charge in e.
CARTESIAN COORDINATES (ANGSTROEM)
C: -1.6776 -0.5673 -2.1199  -0.1150
C: -0.4954 -0.9492 -1.0813  -0.1732
N: 0.0937 0.3204 -0.4611  -0.2381
C: -0.8602 1.2983 -0.1605  -0.1442
C: 0.7300 -0.9767 1.7644  -0.0498
C: 1.1011 -0.0105 0.5428  -0.4574
C: 1.8101 1.1297 1.1037  -0.0895
H: -2.5710 -0.1729 -1.5553  0.0686
H: -2.0097 -1.5044 -2.5288  0.0450
H: -1.4863 0.1329 -2.9458  0.0707
H: 0.2744 -1.4220 -1.8465  0.1477
H: -0.9892 -1.4751 -0.2212  0.1109
H: -0.2831 2.0853 0.5073  0.1143
H: -1.6650 0.8223 0.5185  0.1032
H: -1.3591 1.7759 -0.9968  0.0713
H: 0.6339 -1.9400 1.2705  0.0473
H: -0.2757 -0.7936 2.0876  0.0583
H: 1.4590 -1.2622 2.5449  0.0845
H: 1.6859 -0.6102 -0.0995  0.1072
H: 1.2637 1.3799 1.9385  0.0487
H: 1.7497 1.9193 0.3894  0.0711
H: 2.8710 0.8201 1.3488  0.1184

What is the energy relative to the best compared isomer or geometry (same formula, charge and spin) in the second record?
174.0 kcal per mole

Which value of charge does entry 2 give?
0

What is the formula in the second record?
C4H4ClN